No. 1
Density functional theory data (wB97M-V/def2-TZVPD) for a structure of composition C41H37BCaN4O7S2Se.

The geometry in ORCA input format:
```
! wB97M-V def2-TZVPD RIJCOSX def2/J DEFGRID3
* xyz -2 1
N -1.65612 -1.94452 -0.97770
H -1.02519 -4.65492 -1.06429
C -3.63124 -4.40415 0.99975
C -2.59225 -3.88789 0.22718
H 6.02805 -3.47959 0.99465
H -3.17516 -3.40873 -2.46528
C 0.58272 2.80989 -4.32433
C 3.99348 -1.23539 2.54210
H -1.92290 -3.51021 -3.72074
C -1.14461 -2.59584 2.78830
C 1.44822 1.95506 5.44299
C -1.87147 4.68724 -1.10486
C -0.55544 -1.14270 -2.96262
H -2.00821 2.49377 -4.13548
C 4.02397 -2.96002 0.39760
H 2.76638 -0.13286 -1.24750
S 3.75322 -3.93059 -1.00641
C -2.72525 -2.58723 -0.25977
O -1.77183 -0.46379 1.80294
O -2.93391 -1.14594 3.60707
H -4.94811 0.01203 -0.27203
C 2.12551 0.86943 -3.03313
C -0.41780 -1.34774 -4.44974
S 1.25772 -3.79561 -2.58165
N 0.53530 1.07229 1.30552
C 2.44879 2.49589 6.23835
C 0.73376 0.79373 -3.02635
C -2.49922 -2.83150 -3.08817
O -0.15101 3.56972 1.78586
C -4.88895 -2.38323 0.75281
Ca -0.15945 -1.02135 0.55799
C 1.96752 2.90276 -4.35009
C -0.99405 4.37438 1.12101
H 6.00879 -1.89883 2.91431
H -3.51394 -5.39644 1.42224
C 2.86762 -1.33534 1.74090
C 5.15417 -2.87019 1.20237
C 2.95583 -0.16479 -2.32264
C 2.72322 1.93426 -3.70503
H -1.52480 -5.74461 0.24655
H -0.02501 3.56018 -4.82143
H -3.87218 -0.37737 -1.62422
C 3.68988 2.80327 5.69161
H 3.80625 2.00222 -3.70504
C 2.11613 -3.25439 -1.21017
H 0.47335 1.73466 5.86836
H -5.54729 -4.07374 1.90193
C -1.09213 3.98067 -0.21462
H 3.97699 -0.56165 3.39008
H -1.60042 5.75000 2.64445
H 4.87966 2.76877 3.91055
H -3.04591 7.04725 1.05430
O -0.10042 -2.49181 2.02136
N 0.02738 -0.22040 -2.32592
C -0.04588 1.76052 -3.66779
Se 0.18414 0.87170 3.21138
C -1.54740 1.64191 -3.63789
O 1.63240 2.02696 0.95312
N 1.81703 -2.37168 -0.27154
C 2.87478 -2.19986 0.64239
O -1.45098 -3.55671 3.47584
H -1.90187 1.59472 -2.60455
H 4.46452 3.25012 6.30357
C -1.68355 5.46575 1.60092
H -0.07028 -2.36360 -4.64152
C -4.76938 -3.66613 1.26642
H 0.30387 -0.64727 -4.86058
H -3.08764 -2.17610 -3.73580
H 1.97901 -0.75805 1.98911
B 0.30163 2.53379 0.84789
C -2.58208 5.80282 -0.62563
C 2.92236 1.98253 3.54750
C -3.98246 -0.41933 -0.53502
H -1.89334 0.73309 -4.14261
H 2.25414 2.68302 7.28819
H 3.11385 1.78280 2.50468
H -0.52743 -4.32260 0.59032
O -0.31622 2.88539 -0.43743
C -3.87567 -1.82830 -0.01099
H 4.01772 0.01359 -2.49150
H -3.21115 6.36711 -1.30680
C 5.13494 -1.99390 2.27762
H 2.71200 -1.17596 -2.66088
H -1.37523 -1.20693 -4.95909
H 2.45161 3.72350 -4.86616
C -1.35139 -4.70218 -0.02413
H -1.92574 4.39531 -2.14003
H -3.20009 0.20049 -0.09122
C -2.49280 6.18215 0.70295
C 1.67160 1.69066 4.08890
H -5.77052 -1.78812 0.96639
C -2.06725 -1.30037 2.76675
C 3.91437 2.54253 4.34693
C -1.57121 -2.01746 -2.23367
*
```

Values from the calculation:
E_HOMO (eV): -2.66
HOMO-LUMO gap (eV): 6.71
Energy relative to the best compared isomer or geometry (same formula, charge and spin) (kJ/mol): 104.0

No. 2
Density functional theory data (wB97M-V/def2-TZVPD) for the ion C4H12N3 with charge +1.

The geometry in ORCA input format:
```
! wB97M-V def2-TZVPD RIJCOSX def2/J DEFGRID3
* xyz 1 1
H 0.35713 -1.93507 3.32677
C -0.19240 -0.51754 0.48952
H -1.48174 1.25196 0.81386
C 0.52759 -0.19737 -0.74371
N -0.47797 -1.73038 2.66263
C 0.23765 -1.35006 1.44474
H 2.09190 2.15230 -2.27662
H -0.92992 -2.56935 2.43149
C 0.49135 1.24434 -1.30620
H 1.64987 -0.40172 -0.63189
H -2.10259 0.20821 -0.30509
H -2.06658 -0.38854 1.32579
H 1.23773 -1.79538 1.18605
H 0.84761 1.74060 -3.20445
H 0.64526 2.05366 -0.50840
H -0.66080 1.44569 -1.42283
N -1.66924 0.19987 0.62203
N 1.37751 1.45318 -2.41423
H 0.11764 -0.86439 -1.48943
*
```

Values from the calculation:
E_HOMO (eV): -13.12
SMILES: N/C=C(\[NH3+])CCN
HOMO-LUMO gap (eV): 9.52
Energy relative to the best compared isomer or geometry (same formula, charge and spin) (kJ/mol): 311.0

No. 3
Density functional theory data (wB97M-V/def2-TZVPD) for a structure of composition C4H7NO2.

The geometry in ORCA input format:
```
! wB97M-V def2-TZVPD RIJCOSX def2/J DEFGRID3
* xyz 0 1
O -0.92690 1.60286 0.87650
C -0.05479 -1.33724 -0.69891
C 0.72554 -0.05507 -0.40138
N 1.96593 0.10747 -0.22413
H 3.18994 1.39261 0.33291
H -0.98015 0.94945 -1.09253
O 2.22575 1.36831 0.30196
H -0.40484 -1.38163 -1.73732
H -1.76346 1.21238 1.19301
H 0.43387 -2.27989 -0.43912
H -0.64310 -0.88843 1.30563
H -2.17384 -0.70397 0.44060
C -1.07299 -0.71038 0.31223
C -0.58900 0.65947 -0.09953
*
```

Values from the calculation:
E_HOMO (eV): -9.58
HOMO-LUMO gap (eV): 10.42
Energy relative to the best compared isomer or geometry (same formula, charge and spin) (kJ/mol): 401.1

No. 4
Density functional theory data (wB97M-V/def2-TZVPD) for an isolated molecule of C3H4N2O3.

The geometry in ORCA input format:
```
! wB97M-V def2-TZVPD RIJCOSX def2/J DEFGRID3
* xyz 0 1
H 1.51783 2.11194 1.44725
O -2.66368 -1.50728 -0.14764
H -0.30797 0.77455 0.35306
O 0.16134 -2.08482 -0.82136
C 0.16716 -0.89647 -0.49847
C 1.54399 -0.09241 -0.74909
C -2.11166 -0.52960 0.22044
O 0.87006 1.49486 0.77330
N -0.76052 -0.19195 0.26947
N 1.92497 1.00464 -0.15588
H 2.41370 -0.48354 -1.24783
H -2.75523 0.40007 0.55673
*
```

Values from the calculation:
E_HOMO (eV): -9.98
SMILES: O=CNC(=O)/C=N\O
HOMO-LUMO gap (eV): 9.71
Energy relative to the best compared isomer or geometry (same formula, charge and spin) (kJ/mol): 375.0

No. 5
Density functional theory data (wB97M-V/def2-TZVPD) for a cluster of 9 separate species, C33H60F24O9 in total.

The geometry in ORCA input format:
```
! wB97M-V def2-TZVPD RIJCOSX def2/J DEFGRID3
* xyz 0 1
H -0.98391 4.63555 1.63145
F 1.79794 -6.59510 2.38659
C -1.35206 6.41706 -2.17785
C 0.96210 -5.54303 2.30002
O 0.65710 -4.08270 -0.45098
C 1.42891 -4.45789 3.23828
H 2.75390 4.17461 0.18451
F 0.07596 -2.47831 5.86731
F -1.48741 -7.25169 -6.36031
F -3.01966 -5.68379 -8.05351
F -0.30741 -1.39972 -2.46735
O -1.54397 3.95750 1.19230
C -2.06068 3.29335 3.42039
C 2.57493 5.93485 1.35152
F -2.29262 -0.58599 -2.08862
H 0.96291 -5.18463 1.26551
H -3.76159 -0.68397 0.46915
H -2.12484 4.45482 -2.66154
C 1.85090 -0.17357 1.36834
F -1.45126 1.92330 -1.90674
H 1.72381 -3.81514 -3.14274
C 0.48559 1.58144 0.11900
C 5.98354 -0.21499 2.36961
C -2.01135 -5.11019 -7.25905
F 2.52455 -3.89546 2.71807
O 2.01159 7.27578 1.27953
C 5.84378 2.18178 1.48490
H 3.92037 -3.85352 -1.17332
H -1.50384 4.17114 3.79573
O -3.21280 5.17755 -1.07413
H 6.45243 2.97136 1.05365
H -3.56835 2.71163 0.35183
H -3.12970 5.87914 -4.33506
F 0.48243 1.45631 -2.71292
H -0.08404 -3.07082 2.41706
H -1.85030 -1.38271 3.66765
F 1.22903 -1.29761 0.86061
C 0.34848 -3.39926 3.36806
H -4.35525 2.33348 1.79945
H -1.28155 -3.36819 -6.35660
C -3.58546 5.78827 -3.35454
H 8.05111 0.91629 3.42495
C -2.53787 5.38633 -2.32583
H 3.61786 6.14249 1.15435
C -3.76887 -1.71629 0.80351
H -1.64383 7.45618 -1.94685
H -2.53964 4.90972 -0.41636
F -4.48515 -3.10370 -3.69220
H 1.40223 1.98232 -0.28320
H -1.65449 -1.86874 1.24748
F -3.69555 -1.20378 -6.52701
C 0.95971 -0.36960 5.42828
H -3.96845 6.78015 -3.07326
C 1.00334 -1.91428 5.15132
F 2.19189 -2.41387 5.65506
H -3.56427 -1.69503 3.64045
C -3.35220 2.39331 1.37952
C 0.73353 0.95526 1.48802
H -2.90906 -0.22192 2.83365
H -5.59377 -2.53126 -5.30456
C -2.61302 -2.07826 1.72323
H -0.72276 6.38230 -3.07606
H -4.74078 -1.95830 1.22706
H 5.22533 2.59193 2.27490
O 0.92584 -2.14242 3.83074
H 6.70328 -0.93063 2.77676
F -0.26182 -5.97804 2.77718
H -1.34290 2.49473 3.43913
F 1.77940 0.32190 4.53554
H 2.74082 -2.55823 -1.13434
C 2.44408 5.39932 2.78860
H 1.06312 7.19775 1.51898
C 1.87437 -4.52625 -1.05905
H 2.45008 -5.46270 -2.87802
H -1.27822 -0.26432 -3.73182
H 0.69417 -5.18966 -2.74742
H -2.73118 -3.99073 1.30809
F -0.86133 -5.27997 -7.93523
H 2.35339 -0.35592 2.31846
C -2.74470 -1.28039 3.05074
H 3.06158 5.97799 3.48302
H 0.45179 -3.23704 -0.87035
H 2.07767 -5.48044 -0.57997
O 7.41333 1.54423 3.07955
F -0.36407 0.48287 2.00062
H 5.22051 -0.05056 3.14073
F -0.32134 0.04751 5.31420
C 2.96763 -3.55381 -0.74591
C 6.69236 1.03021 1.97829
H 3.09736 -3.34659 0.32203
H -2.18949 -3.17373 -7.96551
O -2.68082 -3.43942 2.11012
O -0.18477 0.55729 -0.68977
H -0.46246 -3.75740 4.02637
H -0.66442 6.09565 -1.36671
F -2.35489 -1.91982 -4.89015
H -2.91783 1.38526 1.41441
H -2.76532 3.15517 4.27120
F 1.64535 -4.96435 4.47907
H 2.64626 4.34212 2.83314
C -2.62867 3.52654 2.05484
F 2.79638 0.16300 0.43767
H -0.22837 2.36625 0.31731
H 1.37134 5.54202 3.06837
F 1.28737 1.87167 2.29465
C -0.51604 0.89270 -1.93113
H -3.31348 4.38395 2.06653
C -2.13135 -3.65014 -6.99635
C -4.71392 -2.24396 -4.74853
H 2.02611 5.52659 -0.69896
H -2.92355 -6.21895 -5.50800
F -4.79821 -1.00426 -4.29514
C -3.47041 -2.16197 -5.61678
C 2.07275 5.01159 0.25296
C 1.67160 -4.74754 -2.55880
H 1.29275 -0.07349 6.42268
H 5.13093 1.83869 0.70166
H 7.41251 0.76407 1.19943
C -1.99918 -6.04161 -6.06115
H -3.68824 -2.32463 -0.10531
F -1.07768 -5.37035 -5.17153
H 5.54797 -0.68667 1.47839
H 1.06423 4.54377 0.40322
O -3.34133 -3.37605 -6.28444
H -4.40591 5.05350 -3.43000
C -1.11200 -0.34611 -2.66608
*
```

Values from the calculation:
E_HOMO (eV): -9.92
SMILES: FC(F)C(F)(F)COC(F)(F)C(F)F.FC(F)C(F)(F)COC(F)(F)C(F)F.FC(F)C(F)(F)COC(F)(F)C(F)F.CC(C)O.CC(C)O.CC(C)O.CC(C)O.CC(C)O.CC(C)O
HOMO-LUMO gap (eV): 10.33

No. 6
Density functional theory data (wB97M-V/def2-TZVPD) for a cluster of 2 separate species, CHI2N in total.

The geometry in ORCA input format:
```
! wB97M-V def2-TZVPD RIJCOSX def2/J DEFGRID3
* xyz 0 1
N 0.50207 1.08317 0.18574
H -0.21937 1.76693 0.40014
C 0.41183 -0.02496 -0.28020
I -2.41113 -1.54682 0.80503
I 1.71660 -1.27832 -1.11071
*
```

Values from the calculation:
E_HOMO (spin up / spin down) (eV): -9.38 / -8.18
HOMO-LUMO gap (spin up / spin down) (eV): 7.99 / 5.49
Energy relative to the best compared isomer or geometry (same formula, charge and spin) (kJ/mol): 157.1